# C22H41BiClNP3Se

C22H41BiClNP3Se as an isolated structure at a distorted geometry (wB97M-V/def2-TZVPD, OMol25).

Values from the calculation:
Energy relative to the best compared isomer or geometry (same formula, charge and spin) (kcal/mol): 24.3
Max |F| (eV Å⁻¹): 3.699
Electronic energy (eV): -136513.0163
Orbital gap (spin up / spin down) (eV): 4.73 / 3.61

The geometry in ORCA input format:
```
! RIJCOSX wB97M-V def2-TZVPD def2/J DEFGRID3
* xyz 3 1
Bi 0.5312 -0.8985 -0.2834
P 2.6952 0.5211 1.3563
P -0.3968 2.1194 1.5869
P 0.6669 1.6828 -1.5722
H -0.4056 -5.0659 -3.5348
C 0.5832 -4.5806 -3.6358
C 1.1731 -3.6899 -2.8093
H 0.8565 -3.3229 -1.8165
C 3.0985 -0.4026 2.8924
C 3.1212 2.1657 2.0500
C 4.2683 0.2253 0.4409
C -2.1613 2.6435 1.4897
C -0.3948 2.0105 3.4251
C 0.2012 3.8639 1.5501
C 0.9970 1.1829 -3.3159
C 1.9642 2.9539 -1.3734
C -0.7878 2.7528 -1.8636
H 1.1603 -4.9792 -4.4994
H 2.1251 -3.2479 -3.1177
H 2.7137 -1.4295 2.8311
H 2.6655 0.1106 3.7648
H 4.1913 -0.4380 3.0035
H 2.4431 2.4361 2.8686
H 3.0941 2.9369 1.2725
H 4.1391 2.1240 2.4629
H 4.2819 -0.8009 0.0376
H 5.1160 0.3412 1.1334
H 4.3816 0.9531 -0.3765
H -2.2749 3.5151 2.1467
H -2.8355 1.8481 1.8148
H -2.4180 2.9316 0.4681
H -0.9506 2.8851 3.7863
H 0.6158 2.0191 3.8424
H -0.9121 1.1059 3.7605
H -0.3629 4.3852 2.3317
H 0.0010 4.3496 0.5952
H 1.2636 3.9339 1.7780
H 0.8651 2.0540 -3.9820
H 0.2796 0.4053 -3.6100
H 2.0231 0.7974 -3.4365
H 2.0778 3.4668 -2.3364
H 2.9171 2.4938 -1.0976
H 1.6890 3.6962 -0.6192
H -0.7114 3.1446 -2.8853
H -0.8250 3.6034 -1.1755
H -1.7202 2.1795 -1.7766
C -2.7672 -1.0737 -2.3002
C -2.2658 -2.3836 -2.4850
C -2.4412 -2.9876 -3.7187
C -3.1663 -2.3545 -4.7416
C -3.7248 -1.0673 -4.5493
C -3.5296 -0.4362 -3.3118
Se -2.3229 -0.1950 -0.7074
H 0.1817 -1.3113 -2.0090
H -1.6981 -2.8672 -1.6761
H -1.9687 -3.9533 -3.8821
H -3.2895 -2.9019 -5.6836
H -4.3063 -0.5521 -5.3300
H -3.9440 0.5513 -3.0929
Cl -3.5043 -4.6360 2.8723
C -2.2836 -3.4783 3.2187
C -1.8023 -3.3434 4.5327
C -0.8187 -2.3786 4.7724
C -0.3490 -1.6011 3.6970
N -0.7507 -1.8053 2.4361
C -1.7837 -2.6401 2.2036
H -2.1869 -3.9828 5.3255
H -0.4196 -2.1782 5.7674
H 0.3527 -0.7657 3.8750
H -2.2540 -2.6407 1.2151
*
```